Density functional theory data (ωB97M-V with the def2-TZVPD basis set) for C21H33O16Rb2 as an isolated structure at a distorted geometry.

- Energy relative to the best compared isomer or geometry (same formula, charge and spin): 20.4 kcal/mol
- Largest force on an atom: 1.5 eV/A
- Gap between HOMO and LUMO: 6.802 eV
- Total charge: +1

```
72
C21H33O16Rb2 ωB97M-V with the def2-TZVPD basis set
Rb -24.902 -2.447 14.761
Rb -27.128 -2.469 11.941
C -28.262 -4.069 15.432
O -27.698 -3.114 14.609
H -27.580 -4.405 16.247
H -29.161 -3.691 15.958
H -28.566 -4.990 14.898
C -29.354 -8.939 11.839
C -29.621 -9.040 13.312
C -29.851 -7.685 14.000
O -31.039 -7.867 14.751
C -31.604 -9.077 14.461
O -32.587 -9.476 14.970
O -30.884 -9.708 13.517
H -28.477 -8.305 11.661
H -30.205 -8.501 11.317
H -29.138 -9.912 11.399
H -28.822 -9.584 13.817
H -29.997 -6.876 13.279
H -29.039 -7.391 14.664
C -34.033 -5.591 16.187
C -33.780 -4.786 14.942
C -32.317 -4.314 14.745
O -32.019 -4.648 13.389
C -32.957 -5.517 12.919
O -32.879 -6.047 11.859
O -33.971 -5.649 13.782
H -33.231 -6.302 16.354
H -34.983 -6.115 16.115
H -34.086 -4.939 17.066
H -34.497 -3.975 14.819
H -31.625 -4.791 15.437
H -32.252 -3.229 14.830
C -30.964 -4.386 18.294
C -30.079 -3.285 18.777
C -30.739 -2.264 19.706
O -29.721 -1.991 20.690
C -28.742 -2.918 20.595
O -27.735 -2.908 21.220
O -29.074 -3.851 19.667
H -30.429 -5.127 17.705
H -31.713 -3.959 17.615
H -31.489 -4.829 19.137
H -29.561 -2.748 17.978
H -31.654 -2.627 20.183
H -30.982 -1.311 19.238
C -27.832 -6.663 19.714
C -27.748 -6.533 18.216
C -26.362 -6.786 17.629
O -26.569 -7.814 16.647
C -27.859 -8.228 16.658
O -28.283 -9.061 15.928
O -28.563 -7.553 17.577
H -28.856 -6.776 20.066
H -27.422 -5.780 20.201
H -27.282 -7.552 20.035
H -28.160 -5.576 17.902
H -25.624 -7.156 18.339
H -25.962 -5.918 17.099
C -25.661 -7.002 13.696
C -24.445 -7.284 14.555
C -24.183 -8.739 15.003
O -22.871 -9.032 14.533
C -22.362 -7.994 13.828
O -21.288 -7.968 13.352
O -23.280 -6.992 13.741
H -25.521 -6.090 13.122
H -26.559 -6.872 14.311
H -25.946 -7.865 13.090
H -24.442 -6.604 15.413
H -24.931 -9.419 14.592
H -24.227 -8.828 16.084
```

Density functional theory data (ωB97M-V with the def2-TZVPD basis set) for C5H11N2O2 as an isolated structure at a distorted geometry.

- Energy relative to the best compared isomer or geometry (same formula, charge and spin): 76.2 kcal/mol
- Largest force on an atom: 5.9 eV/A
- Gap between HOMO and LUMO: 9.402 eV
- Total charge: +1

```
20
C5H11N2O2 ωB97M-V with the def2-TZVPD basis set
C 1.493 0.060 -0.019
C 1.066 -0.899 0.960
C -1.331 -0.582 0.618
C 0.010 1.355 -0.246
C -1.176 0.475 -0.535
N 2.485 -0.029 -0.780
N -0.192 -1.579 0.377
O -0.203 1.959 0.931
O -1.157 -0.318 -1.813
H 1.951 -1.655 0.998
H 0.789 -0.407 1.985
H -1.112 0.054 1.635
H -2.273 -1.150 0.679
H 0.413 1.916 -1.086
H -2.151 1.057 -0.692
H 2.755 0.640 -1.487
H -0.131 -1.529 -0.623
H -0.428 -2.543 0.627
H -0.069 2.896 0.936
H -0.740 0.278 -2.465
```